(1)
Density functional theory data (ωB97M-V/def2-TZVPD) for a structure of composition C33H52AlBBrCl2O24.

Results
energy relative to the best compared isomer or geometry (same formula, charge and spin): 182.36 kJ/mol
HOMO: -4.5834 eV
Kohn-Sham gap: 0.22608 Eh
net charge: -1

```
114
Properties=species:S:1:pos:R:3:forces:R:3:lowdin_charge:R:1
C -4.476947 2.212822 0.211013 0.464 -0.230 0.078 -0.079
C -5.458820 1.550124 -0.732053 -0.075 0.373 -0.084 -0.258
O -4.871599 1.516762 -2.040629 -0.252 -0.269 0.362 -0.029
B -4.266802 0.298609 -2.342679 0.062 -0.063 -0.072 -0.589
O -5.165135 -0.739158 -2.578635 -0.082 0.106 -0.085 0.090
Al -2.121472 0.012011 -2.344129 0.228 0.519 -0.540 0.351
C -1.556547 -1.513478 -3.557782 -0.214 -0.106 0.628 -0.220
C -1.462606 -2.906440 -2.908521 0.222 -0.153 -0.431 -0.247
C -0.359608 -2.991762 -1.857344 -0.153 0.373 -0.118 -0.252
O 0.433487 -4.148565 -2.062760 -0.128 -0.224 0.067 -0.185
C 1.493518 -4.204490 -1.146797 -0.164 0.184 0.101 -0.131
C -1.388383 -0.200171 -0.435803 -0.329 -0.305 0.497 -0.649
Cl 0.182224 0.522018 -0.102220 0.382 0.015 -0.072 0.573
C -1.982196 -0.826183 0.584399 0.151 -0.045 -0.456 -0.800
C -3.323298 -1.500788 0.505090 -0.247 0.517 -0.053 -0.117
Cl -1.256336 -0.970420 2.190708 0.064 0.099 0.187 0.584
C -1.249646 1.698840 -3.123965 0.008 -1.219 0.059 -0.691
Br -1.404467 3.216455 -1.863654 -0.047 0.127 0.009 0.586
C 0.186172 1.477420 -3.595300 -0.013 1.130 -0.210 -0.367
C 0.911510 2.787288 -3.983626 0.194 -0.320 -0.397 -0.150
H -4.771606 2.119627 1.253896 -0.202 0.192 -0.039 0.054
H -3.508685 1.714861 0.106587 0.031 0.059 0.006 0.048
H -4.321664 3.255709 -0.066285 -0.050 0.011 0.053 0.072
H -5.727739 0.547895 -0.394552 0.019 -0.038 0.014 0.094
H -6.388336 2.123692 -0.764904 -0.014 -0.025 -0.172 0.118
H -4.668845 -1.506418 -2.871781 -0.004 -0.136 0.061 0.058
H -0.598337 -1.312980 -4.045842 -0.006 0.051 -0.070 0.052
H -2.314860 -1.547311 -4.350201 0.070 0.020 -0.103 0.054
H -1.203866 -3.652730 -3.669224 -0.049 -0.084 0.053 0.101
H -2.421970 -3.227533 -2.488119 -0.006 0.040 0.071 0.091
H 0.274284 -2.096481 -1.940802 0.077 -0.025 0.024 0.106
H -0.773920 -2.985387 -0.841311 0.098 -0.102 0.057 0.111
H 1.127939 -4.091340 -0.117060 0.017 -0.082 0.029 0.085
H 2.209823 -3.396832 -1.334538 0.116 -0.060 -0.008 0.066
H 1.981466 -5.171732 -1.251428 0.085 0.014 -0.040 0.082
H -3.514462 -2.112713 1.382184 0.100 -0.193 -0.138 0.053
H -3.439098 -2.071255 -0.415496 0.100 -0.119 0.054 0.072
H -4.101712 -0.732680 0.499862 -0.046 -0.073 0.010 0.065
H -1.854851 1.962706 -3.994402 -0.014 0.443 0.142 0.047
H 0.777504 0.934032 -2.857762 -0.015 -0.108 -0.030 0.054
H 0.122615 0.889097 -4.513873 -0.101 -0.313 0.214 0.084
H 0.193921 3.589161 -4.153782 0.020 0.056 0.122 0.039
H 1.638717 3.096682 -3.233458 -0.108 0.133 0.067 0.058
H 1.455766 2.650994 -4.922004 0.128 -0.011 0.082 0.051
C 1.547913 3.518951 2.126059 -0.156 -0.108 -0.146 -0.086
C 0.413734 2.716662 2.728732 -0.120 0.145 -0.347 -0.092
O 0.881888 2.503164 4.074802 0.535 -0.573 -0.329 0.038
C 1.765217 3.470384 4.378190 0.839 -0.495 -1.754 -0.545
O 2.197144 3.677904 5.470210 3.738 -4.582 -4.908 0.124
O 2.091319 4.185282 3.281318 -0.004 0.132 0.329 0.085
H 1.224490 4.247530 1.389342 0.002 0.088 0.085 0.138
H 2.319299 2.883438 1.689657 0.017 -0.004 0.060 0.134
H -0.517749 3.283067 2.772997 -0.015 0.047 0.031 0.144
H 0.232764 1.780982 2.213569 0.033 -0.211 0.197 0.060
C -4.615747 -1.114433 4.365677 0.068 0.008 0.080 -0.120
C -5.703969 -0.558641 5.265434 0.269 -0.044 -0.103 -0.100
O -6.248877 0.494876 4.452001 -0.016 -0.005 0.064 0.068
C -5.974069 0.226085 3.156255 0.232 -0.090 -0.013 -0.560
O -6.408680 0.811087 2.218710 -0.308 0.006 0.160 0.159
O -5.101077 -0.803646 3.060819 -0.109 -0.097 -0.045 0.039
H -4.459202 -2.184840 4.467012 -0.071 -0.035 -0.114 0.133
H -3.663212 -0.598599 4.503931 0.011 -0.005 0.026 0.121
H -6.498028 -1.276470 5.475063 0.031 -0.027 0.007 0.136
H -5.282740 -0.179811 6.190208 -0.381 0.219 -0.070 0.095
C 3.972939 -0.328625 -7.500861 0.179 -0.006 -0.053 -0.135
C 3.616197 1.041344 -8.045167 0.173 -0.038 -0.027 -0.127
O 2.191059 0.963993 -8.129713 0.039 0.013 -0.016 0.059
C 1.760418 0.018230 -7.254730 0.053 0.036 0.045 -0.568
O 0.624684 -0.170255 -6.975613 -0.114 -0.019 0.019 0.170
O 2.807110 -0.685882 -6.762281 -0.029 -0.070 -0.184 0.050
H 4.846317 -0.314193 -6.855564 -0.122 -0.017 0.180 0.118
H 4.116434 -1.065108 -8.296666 -0.020 0.018 -0.023 0.127
H 3.890157 1.839079 -7.359290 -0.020 -0.023 0.054 0.114
H 4.049746 1.230439 -9.025059 -0.206 -0.005 -0.096 0.126
C 5.136153 -0.718396 -2.616158 0.166 0.142 0.286 -0.116
C 3.898911 -0.139717 -1.961887 -0.089 -0.136 0.048 -0.089
O 3.575139 0.947243 -2.843542 0.035 0.037 0.059 0.068
C 4.099187 0.684289 -4.049665 -0.063 -0.109 -0.025 -0.547
O 3.878730 1.294325 -5.047596 0.105 0.237 0.050 0.154
O 4.933151 -0.380589 -3.993635 0.114 -0.081 0.021 0.058
H 5.214261 -1.790205 -2.491393 -0.011 0.102 -0.077 0.097
H 6.055116 -0.234717 -2.274195 -0.042 0.081 -0.008 0.133
H 3.061540 -0.838595 -1.950990 0.010 -0.024 -0.051 0.126
H 4.070941 0.229400 -0.954882 -0.027 0.174 -0.051 0.132
C 6.118451 -4.590407 -5.633232 0.121 -0.034 -0.001 -0.114
C 6.688733 -5.195224 -4.361467 0.021 -0.052 -0.104 -0.115
O 6.051554 -4.413379 -3.347788 0.069 -0.013 0.015 0.059
C 4.904188 -3.900773 -3.860921 -0.080 -0.089 -0.148 -0.557
O 4.075585 -3.342018 -3.224107 -0.129 -0.186 0.034 0.162
O 4.848995 -4.107786 -5.192888 -0.003 -0.022 -0.073 0.076
H 5.987565 -5.307607 -6.438439 -0.136 -0.009 0.020 0.131
H 6.708784 -3.745830 -5.993243 0.012 0.010 0.025 0.132
H 6.400266 -6.239400 -4.231144 -0.029 -0.001 -0.016 0.132
H 7.768451 -5.107006 -4.280511 -0.008 0.106 0.090 0.130
C -1.329390 -0.091818 8.766412 0.045 -0.351 -0.075 -0.104
C -1.480749 -1.435974 8.079771 0.061 0.111 -0.027 -0.105
O -2.895868 -1.655033 8.144089 0.069 -0.158 0.005 0.055
C -3.504933 -0.457040 8.278782 0.015 -0.091 -0.046 -0.576
O -4.685719 -0.314153 8.178722 0.081 0.180 0.217 0.133
O -2.610921 0.516842 8.512388 0.013 -0.062 0.003 0.081
H -0.526112 0.507525 8.363115 -0.173 0.182 -0.022 0.099
H -1.202312 -0.180796 9.845505 -0.010 0.007 0.005 0.137
H -1.185419 -1.399528 7.030058 0.004 0.029 -0.017 0.132
H -0.950217 -2.245642 8.572199 -0.125 -0.056 0.078 0.129
C -0.158995 3.970601 6.172291 -0.307 0.786 0.388 -0.086
C 0.974082 4.748592 6.819012 -1.524 2.253 1.954 -0.115
O 0.908196 4.301145 8.182393 -0.482 -0.465 0.597 0.084
C 0.310156 3.094867 8.200938 0.313 0.666 -0.386 -0.565
O 0.256988 2.364972 9.139691 0.109 -0.116 0.481 0.135
O -0.216942 2.800991 6.995543 -0.188 -0.169 -0.111 0.078
H 0.031919 3.693673 5.139891 -0.964 0.264 0.941 0.097
H -1.116068 4.489879 6.237224 -0.079 -0.007 0.107 0.142
H 1.948913 4.479266 6.411221 -1.316 2.221 2.495 0.021
H 0.847070 5.826074 6.772367 -0.425 0.231 0.279 0.135
```
Forces are in eV/Å.



(2)
Density functional theory data (ωB97M-V/def2-TZVPD) for a cluster of 9 separate species, C18H54O9S9 in total.

Results
energy relative to the best compared isomer or geometry (same formula, charge and spin): 74.99 kJ/mol
HOMO: -8.7284 eV
Kohn-Sham gap: 0.32186 Eh

```
90
Properties=species:S:1:pos:R:3:forces:R:3:lowdin_charge:R:1
C 9.994088 7.624473 11.476030 0.301 -0.772 1.158 -0.274
S 8.704617 7.968171 12.674041 -1.537 -0.266 -0.416 0.815
O 7.436768 7.402088 12.051812 1.231 0.718 0.686 -0.565
C 8.676209 9.760004 12.425923 0.704 -0.235 -0.330 -0.271
H 9.770174 7.960171 10.477843 -0.236 0.235 -0.278 0.058
H 10.004726 6.523298 11.534411 0.379 0.408 -0.355 0.056
H 10.922379 8.048350 11.882672 -0.146 -0.249 -0.322 0.018
H 7.858738 10.264783 12.952644 0.100 -0.339 -0.506 0.055
H 8.709411 9.817049 11.336890 -0.769 0.642 0.060 0.054
H 9.621114 10.214935 12.744736 -0.113 -0.248 0.301 0.025
C 6.334973 15.238718 16.507039 0.039 -0.507 -1.188 -0.240
S 7.794163 14.400949 15.743173 -0.710 -0.292 1.678 0.810
O 8.567796 13.787257 16.897664 -0.345 0.439 -1.248 -0.561
C 6.771983 13.069681 15.043971 0.906 -0.393 -0.091 -0.251
H 6.553080 16.220236 16.900792 0.268 0.084 0.142 0.041
H 5.815935 14.597304 17.219095 0.439 -0.083 0.149 0.060
H 5.684367 15.315676 15.636261 -0.234 0.439 0.062 0.039
H 6.039291 13.395837 14.311376 -0.289 0.375 0.363 0.064
H 6.398084 12.530292 15.918725 -0.245 0.024 -0.319 0.064
H 7.434899 12.441465 14.444907 0.206 -0.043 0.290 0.019
C 11.091235 12.806935 11.213973 -0.132 0.151 0.383 -0.227
S 9.962114 13.649097 12.373164 0.447 -1.222 -0.086 0.843
O 8.739594 12.772289 12.298512 0.104 0.455 0.335 -0.564
C 10.873331 13.157123 13.873542 -0.654 0.040 -0.243 -0.260
H 10.700900 13.026810 10.224776 0.263 0.096 -0.114 0.030
H 10.970302 11.752005 11.445151 -0.150 -0.154 -0.018 0.029
H 12.143669 13.048448 11.385167 -0.186 0.351 -0.201 0.040
H 11.830787 13.662184 13.887300 -0.050 0.453 0.244 0.015
H 11.099183 12.091385 13.888576 -0.367 -0.117 -0.163 0.033
H 10.192087 13.436141 14.692931 0.619 -0.072 -0.016 0.022
C 11.719824 15.507655 17.063991 -0.070 0.114 -0.200 -0.246
S 12.097015 16.700411 15.754555 -0.373 -0.720 -0.631 0.867
O 12.427328 15.893119 14.483159 -0.653 0.954 1.594 -0.604
C 10.370119 17.313042 15.540136 0.461 -1.311 0.049 -0.218
H 11.569720 16.026174 18.016475 0.309 -0.010 -0.171 0.071
H 12.541128 14.799518 17.092611 0.195 0.195 0.295 0.001
H 10.821107 14.939793 16.851930 -0.281 -0.069 -0.255 0.029
H 9.826073 16.416799 15.230357 -0.072 0.016 0.084 0.017
H 10.397248 17.956309 14.674855 -0.137 0.696 0.112 0.032
H 9.926784 17.690663 16.477955 0.458 0.192 -0.573 0.073
C 13.197356 9.447034 11.895454 0.479 -1.178 0.737 -0.264
S 14.357659 10.837725 12.173419 0.448 -0.150 1.073 0.849
O 13.682142 11.742870 13.176922 0.002 -0.455 -0.579 -0.602
C 15.641619 9.952763 13.192588 -0.315 -0.197 -1.299 -0.231
H 13.613071 8.491804 12.255632 0.239 0.412 0.230 0.054
H 12.979460 9.180025 10.854853 -0.311 0.954 0.133 0.058
H 12.353518 9.652220 12.569331 -0.027 0.162 -0.665 0.035
H 16.185043 9.261119 12.528024 -0.490 -0.113 0.230 0.057
H 15.153225 9.444502 14.037223 0.292 0.313 -0.262 0.061
H 16.397086 10.689798 13.445621 -0.293 0.309 0.456 0.033
C 12.381638 10.529520 16.169572 0.374 0.856 -0.599 -0.222
S 12.942489 12.239732 16.596829 -0.310 -1.024 1.064 0.814
O 12.582000 12.390743 18.057063 0.446 0.101 -1.041 -0.545
C 14.723929 11.857274 16.495906 -0.355 -0.099 0.281 -0.248
H 12.976910 9.902094 16.821291 -0.230 -0.370 0.092 0.044
H 12.610425 10.359603 15.108009 0.105 0.012 0.288 0.019
H 11.302799 10.435115 16.311180 0.229 0.172 0.279 0.059
H 15.259006 12.694517 16.919960 -0.024 0.443 -0.137 0.031
H 14.948289 11.740383 15.430220 0.151 -0.136 0.268 0.014
H 15.005724 11.021584 17.150625 -0.375 -0.159 -0.467 0.067
C 14.965910 14.636776 12.386226 0.696 0.121 0.540 -0.245
S 16.068254 13.940361 13.655012 -0.140 -0.263 1.092 0.800
O 17.468200 14.476607 13.512241 -1.165 0.083 -0.249 -0.552
C 15.270098 14.818992 15.071085 0.144 -0.750 -0.523 -0.244
H 15.406141 15.628545 12.304144 -0.371 0.214 -0.611 0.055
H 13.913988 14.646476 12.667347 0.173 0.077 0.390 0.028
H 15.074633 14.011741 11.515417 0.251 0.102 -0.511 0.036
H 14.227651 14.504763 15.162176 0.127 -0.118 -0.248 0.006
H 15.274211 15.888224 14.886277 0.303 0.129 0.139 0.057
H 15.808920 14.484332 15.957199 0.172 0.488 -0.084 0.038
C 11.424840 16.563769 7.739909 0.953 -1.255 -0.252 -0.271
S 10.090120 15.309213 7.839347 0.367 0.986 0.191 0.849
O 9.646971 15.147184 9.274727 0.228 0.436 -1.157 -0.573
C 9.035680 16.516319 6.978820 -0.280 -0.153 0.176 -0.274
H 11.097467 17.580823 7.978254 0.259 -0.381 0.222 0.051
H 11.859781 16.482925 6.725754 -0.566 0.244 0.194 0.061
H 12.242360 16.176898 8.351139 -0.158 0.466 0.425 0.039
H 8.047672 16.077210 6.854896 -0.131 0.390 0.168 0.049
H 9.447080 16.781206 6.002618 0.138 -0.476 -0.002 0.058
H 9.110976 17.436741 7.565664 -0.741 -0.258 0.102 0.052
C 13.039262 18.729576 12.733191 -0.158 0.347 -0.113 -0.243
S 11.638762 18.457245 11.533865 2.072 -0.737 -0.460 0.841
O 12.265355 18.835447 10.211705 -0.855 0.133 0.363 -0.592
C 11.688261 16.623525 11.523270 0.093 0.689 0.045 -0.260
H 14.066911 18.431532 12.455734 -0.773 -0.439 -0.671 0.065
H 12.827837 18.218527 13.684898 -0.130 0.695 -0.202 -0.005
H 13.097326 19.832128 12.735303 -0.246 -0.427 0.655 0.045
H 12.478192 16.455079 10.795375 0.155 -0.207 0.006 0.043
H 10.758766 16.167139 11.170890 0.100 0.313 0.128 0.008
H 11.992057 16.316311 12.523364 -0.227 -0.271 -0.096 -0.004
```
Forces are in eV/Å.